Record 1
Formula: C5H9NO2S
Source: the OMol25 dataset
Level of theory: ωB97M-V/def2-TZVPD

Positions of all 18 atoms, in Å:
C -1.622139 0.624420 -0.282712
C 1.768981 -1.302320 0.924149
C 1.297541 -1.377995 -0.512862
C 1.305779 0.182219 1.180443
C -2.939285 1.168194 -0.827402
N -0.589400 1.017554 -1.065180
O -1.540798 -0.122430 0.664733
O 2.199426 1.080172 -1.120958
S 1.077830 0.401033 -0.552837
H 1.191193 -1.846823 1.638775
H 2.707277 -1.504814 1.236681
H 2.107134 -1.684510 -1.110893
H 0.360721 -1.839289 -0.573163
H 0.370945 0.419491 1.696746
H 2.069285 0.900799 1.436999
H -2.712454 2.140067 -1.162418
H -3.353268 0.544462 -1.533623
H -3.698768 1.199769 -0.036479

Force components x, y, z for each atom (eV/Å):
0.35 -0.20 -1.20
-4.01 1.97 1.49
1.06 0.54 0.80
0.42 0.72 0.16
0.67 0.44 2.83
3.92 -0.26 -0.18
-0.26 -1.21 1.66
0.25 0.56 -0.89
-4.55 0.72 -0.24
-0.79 -0.94 -0.02
3.45 -0.29 -0.01
0.36 -0.57 -1.51
-1.20 -0.93 -0.62
0.29 -0.66 0.09
0.37 0.10 0.37
-0.24 1.16 -0.85
-0.50 -1.29 -2.02
0.43 0.14 0.12

Properties
orbital gap	9.9	eV

=====

Record 2
Formula: C5H9NO2S
Source: the OMol25 dataset
Level of theory: ωB97M-V/def2-TZVPD

Positions of all 18 atoms, in Å:
C 1.076791 0.603026 -1.203055
C 0.449250 0.352333 0.183158
C 0.983908 0.968400 1.410337
C 0.458262 -1.270005 0.410458
N -0.510582 -1.982761 0.073424
C -1.647313 -1.422391 -0.511674
S -1.427004 0.403478 -0.099393
O -1.647662 1.376898 -1.156036
O -1.965345 0.807570 1.175452
H 0.337341 0.565970 -2.087660
H 1.830415 -0.069935 -1.292390
H 1.427625 1.552991 -1.092060
H 1.622332 1.856277 1.012869
H 1.597925 0.319547 1.876524
H 0.204411 1.219250 1.998664
H 1.191049 -1.842609 0.884745
H -1.521030 -1.530432 -1.529041
H -2.460375 -1.907615 -0.054329

Force components x, y, z for each atom (eV/Å):
-3.78 -0.22 0.10
-2.07 -5.62 -1.79
1.72 3.44 -4.36
-1.02 2.53 -0.79
0.35 -1.55 0.38
1.33 1.78 1.63
1.19 3.11 0.65
-0.43 -1.29 -0.40
-0.67 -1.12 0.43
1.23 -0.07 1.58
2.47 -1.81 -0.78
1.25 2.78 -0.49
-1.15 -1.05 1.37
2.16 -2.08 1.70
-2.34 1.34 2.23
1.96 -0.12 0.83
-0.55 -0.09 -2.43
-1.66 0.06 0.13

Properties
structure (SMILES)	CC1(C)C=NCS1(=O)=O
orbital gap	10.2	eV